Record 1
A 2-piece molecular cluster, C3HF3IO3 overall, computed with ωB97M-V/def2-TZVPD.

Geometry as XYZ:
```
11
Properties=species:S:1:pos:R:3:forces:R:3
C -0.12997 -0.87178 0.97206 4.037 0.467 -1.114
C 0.74353 0.07939 0.06307 -2.798 -1.320 -0.345
C 0.53642 -0.18843 -1.45172 1.128 -0.840 -2.062
O -1.20133 -0.48893 1.40971 -2.963 1.396 1.053
O 0.54118 -1.87498 1.17155 -0.478 -0.844 0.203
O 1.52690 0.88189 0.41383 1.347 1.169 0.577
F -0.68383 -0.06917 -1.97583 -0.523 1.140 0.707
F 1.37939 0.61581 -2.18339 -0.758 -0.803 0.553
F 0.80507 -1.49272 -1.76628 0.866 0.536 0.478
I -2.03571 2.55682 1.88448 0.109 -0.217 -0.167
H -1.48164 0.85209 1.46252 0.032 -0.685 0.116
```
Positions in Å, forces in eV/Å.

HOMO-LUMO gap: 0.320 hartree
Strongest force on any atom: 4.214 eV/A
Energy relative to the best compared isomer or geometry (same formula, charge and spin): 0.0 kcal per mole
Charge: -1
LUMO: 3.17 eV


Record 2
C30H42I2N2Ru as an isolated structure, computed with ωB97M-V/def2-TZVPD.

Geometry as XYZ:
```
77
Properties=species:S:1:pos:R:3:forces:R:3
Ru -0.32856 0.75607 -0.44917 0.169 -0.071 0.017
C 0.08877 -1.13875 1.30209 -0.023 -0.046 -0.080
C -1.29728 -1.15976 0.94109 -0.044 -0.071 0.034
C -1.84640 0.10842 1.34675 -0.065 0.042 -0.059
C -0.74892 0.86119 1.88666 0.008 0.044 0.046
C 0.43013 0.08099 1.90340 0.023 0.096 0.007
C 1.70397 0.41585 2.64332 0.000 0.010 0.050
C 2.92504 -0.15868 1.92885 -0.028 -0.016 -0.029
C 1.58588 -0.22600 4.03784 0.034 0.003 -0.006
C 1.86339 1.92823 2.80904 -0.010 0.006 -0.017
C -3.26881 0.69262 1.37453 -0.024 -0.019 0.046
C -4.28402 -0.29896 1.95682 -0.026 0.007 -0.008
C -3.72444 1.17280 -0.00959 0.043 -0.003 0.034
C -3.30560 1.91912 2.30153 -0.012 0.004 -0.009
C -1.91872 -2.42655 0.35323 0.017 -0.017 -0.057
C -2.56374 -3.23972 1.48946 -0.006 0.007 -0.004
C -0.83071 -3.32596 -0.25685 0.003 -0.013 0.011
C -2.92464 -2.14593 -0.76823 0.004 0.023 0.005
H 0.76306 -1.96430 1.15363 0.006 -0.004 0.001
H -0.83324 1.83575 2.33436 -0.019 0.007 -0.004
H 2.84227 -1.24247 1.82027 0.021 -0.003 0.008
H 3.82818 0.04441 2.50623 0.009 0.002 0.002
H 3.05291 0.27913 0.93712 -0.010 0.009 0.025
H 1.51779 -1.31238 3.96383 -0.005 -0.004 -0.007
H 0.70109 0.13540 4.56416 -0.005 0.012 -0.006
H 2.46376 0.02076 4.63776 0.004 -0.003 -0.004
H 1.84577 2.43309 1.84036 0.013 -0.010 0.019
H 2.81773 2.15074 3.28742 0.003 -0.002 0.009
H 1.07572 2.35103 3.43473 -0.004 0.000 -0.003
H -4.47991 -1.14681 1.30898 0.009 0.007 -0.016
H -5.23330 0.21789 2.10585 -0.001 -0.003 0.003
H -3.95256 -0.67389 2.92639 0.005 0.005 0.005
H -3.69672 0.39297 -0.76594 0.003 0.004 -0.014
H -3.08165 1.99140 -0.34817 -0.024 -0.004 -0.012
H -4.74284 1.56147 0.04797 -0.006 -0.001 0.009
H -2.99865 1.66901 3.31812 0.014 -0.007 0.001
H -4.32800 2.29461 2.34579 0.001 0.008 -0.008
H -2.67722 2.73464 1.93916 -0.003 0.004 0.004
H -1.81850 -3.48277 2.24893 0.001 -0.006 0.005
H -2.95336 -4.17712 1.08843 -0.002 -0.002 -0.005
H -3.37960 -2.71471 1.97571 -0.003 -0.006 0.006
H -0.14324 -3.71382 0.49552 0.001 0.005 0.002
H -0.25999 -2.80447 -1.02397 0.009 0.011 -0.012
H -1.30850 -4.18767 -0.72342 -0.008 0.000 0.009
H -3.81256 -1.62410 -0.42622 -0.003 0.001 -0.001
H -3.25360 -3.09168 -1.20073 -0.004 -0.007 0.003
H -2.46722 -1.55563 -1.56834 -0.004 -0.007 0.006
C 2.11653 -1.47817 -1.51259 0.032 -0.045 -0.001
N 0.91768 -0.68344 -1.75376 -0.021 0.029 -0.077
C 0.38149 -0.75987 -2.92879 -0.028 0.048 0.021
C -0.70496 0.07140 -3.29405 0.048 -0.001 -0.001
C -1.37521 0.21993 -4.49872 -0.040 -0.021 0.036
C -2.30263 1.25667 -4.30772 0.038 0.018 -0.009
C -2.14672 1.69451 -3.00336 -0.058 -0.040 0.002
N -1.18437 0.98348 -2.36614 0.023 0.003 0.008
C 3.39936 -0.73698 -1.83778 -0.019 0.034 -0.013
C 4.51986 -0.92104 -1.03430 0.014 -0.005 0.012
C 5.72029 -0.29576 -1.33619 0.000 -0.004 0.008
C 5.81739 0.52510 -2.45071 -0.005 0.003 -0.007
C 4.70971 0.70788 -3.26479 0.000 0.004 0.001
C 3.50819 0.08003 -2.96131 -0.013 -0.017 0.011
H 2.07488 -2.39635 -2.11055 -0.023 0.007 0.007
H 2.13850 -1.77909 -0.46683 0.009 0.003 0.012
H 0.77488 -1.46067 -3.66666 -0.001 -0.001 -0.001
H -1.20740 -0.35001 -5.39869 0.007 -0.012 -0.002
H -2.99646 1.64754 -5.03291 -0.003 0.017 0.004
H -2.68625 2.48168 -2.50080 0.012 0.009 -0.001
H 4.45345 -1.56132 -0.16249 0.003 -0.003 -0.006
H 6.58081 -0.44973 -0.69880 0.006 0.000 0.002
H 6.75250 1.01483 -2.68647 0.002 0.000 -0.001
H 4.77726 1.33904 -4.14128 0.001 0.000 -0.001
H 2.65643 0.23520 -3.61302 -0.002 0.000 0.002
I 2.28261 2.52714 -1.15589 -0.076 0.002 0.023
C 1.37190 4.26291 -0.34176 -0.002 0.015 -0.024
I -0.72376 4.03713 -0.08874 0.015 -0.032 -0.008
H 1.53208 5.08214 -1.03127 0.004 0.008 0.008
H 1.79899 4.47035 0.63169 0.017 -0.012 -0.013
```
Positions in Å, forces in eV/Å.

HOMO-LUMO gap (alpha / beta): 0.271 / 0.227 hartree
Strongest force on any atom: 0.184 eV/A
Energy relative to the best compared isomer or geometry (same formula, charge and spin): 1.0 kcal per mole
Charge: +1
<S²>: 8.766
2S+1: 6
LUMO (alpha / beta): -3.06 / -4.70 eV


Record 3
A 2-piece molecular cluster, C24H42NO2S overall, computed with ωB97M-V/def2-TZVPD.

Geometry as XYZ:
```
70
Properties=species:S:1:pos:R:3:forces:R:3
C 6.30137 -1.26086 2.68788 0.444 -0.606 0.206
O 5.38138 -0.20809 2.37693 0.608 -0.192 -0.610
C 5.70087 0.35386 1.09232 1.448 0.504 -0.047
C 5.03224 1.75210 0.84528 -0.834 -0.943 -0.358
C 3.54910 1.86589 1.43526 1.544 0.705 -1.159
C 2.78786 2.89063 0.48567 -0.735 -0.713 0.574
C 1.40350 3.39165 1.12272 0.240 -1.683 -0.764
C 0.26484 2.54385 0.39084 0.270 1.001 -0.333
C -1.20286 3.08341 0.64276 0.340 -0.250 0.060
C -2.18624 2.07712 1.35330 -0.994 0.410 -0.396
C -2.05229 0.58507 0.88192 0.609 -0.884 1.599
S -2.00206 0.26776 -0.92408 -1.589 -0.446 -0.737
C -3.58280 -0.62795 -0.96558 1.195 0.605 2.395
N -3.96601 -0.91495 0.26341 0.192 0.939 -2.682
C -3.05880 -0.50451 1.39199 -1.511 -0.867 0.670
C -2.49324 -1.91338 1.88221 0.987 0.140 0.104
C -1.18864 -2.37527 1.13647 0.302 -0.290 -0.628
C -0.64010 -3.77984 1.59459 0.710 0.477 -0.713
C 0.66505 -4.13142 0.77705 2.054 -0.548 -1.061
C 1.21117 -3.26610 -0.28116 1.053 -1.467 0.053
C 2.40910 -3.62915 -1.06565 -1.110 -1.407 1.855
C 3.10170 -4.87845 -0.78671 -1.534 0.872 0.789
C 2.61847 -5.74935 0.28397 -1.090 2.076 -0.757
C 1.41454 -5.37496 1.04244 0.981 0.661 -1.255
H 7.37623 -0.96570 2.52044 -0.968 0.030 0.075
H 6.22187 -1.53504 3.77751 -0.257 0.321 -1.185
H 6.12947 -2.17577 2.04306 -0.016 0.874 0.675
H 5.54638 -0.38459 0.24616 -0.320 0.662 0.925
H 6.82266 0.53315 1.10945 -1.047 -0.178 -0.246
H 4.91490 1.85902 -0.27536 0.413 -0.054 1.109
H 5.70233 2.57122 1.20510 -0.715 -0.630 -0.178
H 3.11327 0.82919 1.37279 0.109 1.166 0.375
H 3.65799 2.24145 2.48226 -0.527 -0.503 -0.770
H 3.43910 3.73225 0.14092 -0.443 -0.642 0.614
H 2.54001 2.29048 -0.44078 0.322 0.773 0.786
H 1.38726 3.03858 2.19319 0.013 0.931 -0.863
H 1.24961 4.49268 1.01409 0.048 -0.952 0.196
H 0.44477 1.47781 0.68538 -0.312 0.812 -0.238
H 0.45603 2.61230 -0.72123 -0.148 -0.172 1.133
H -1.63618 3.40044 -0.33941 0.267 -0.281 0.834
H -1.10906 4.01497 1.27041 -0.356 -0.982 -0.566
H -1.99040 2.11620 2.46041 -0.254 -0.335 -0.991
H -3.24822 2.42376 1.17409 1.058 -0.265 0.306
H -1.09913 0.26528 1.39791 -0.685 0.065 -1.314
H -4.24622 -0.95255 -1.80174 1.041 0.459 0.356
H -4.86134 -1.41351 0.33385 0.533 0.289 0.676
H -3.78428 -0.06484 2.12453 0.916 -0.371 -0.227
H -2.25795 -1.88328 2.98239 -0.500 0.017 -0.991
H -3.28663 -2.68616 1.66611 0.726 0.796 0.598
H -1.36945 -2.44525 0.02108 0.008 0.086 1.154
H -0.32509 -1.65209 1.23692 -1.080 -0.556 0.153
H -1.38789 -4.58007 1.36080 0.511 0.644 0.522
H -0.39732 -3.73507 2.69511 -0.340 -0.301 -1.086
H 0.74835 -2.28709 -0.55042 0.316 -1.022 0.364
H 2.75724 -2.94897 -1.87731 -0.323 -0.672 0.842
H 3.99428 -5.12920 -1.41246 -0.927 0.077 0.821
H 3.18449 -6.69189 0.47007 -0.783 0.895 0.063
H 1.11079 -6.09317 1.84469 0.048 0.901 -0.772
C -4.63684 1.65563 -5.16226 -0.176 -0.181 -0.156
C -5.49896 2.39742 -4.15339 0.763 0.066 -0.006
C -4.81072 3.66005 -3.66046 -0.193 0.189 0.113
O -5.77659 1.54088 -3.04181 -0.286 -0.299 0.237
H -3.68745 1.34734 -4.71101 0.035 0.162 0.021
H -5.13812 0.74577 -5.49964 -0.031 0.097 -0.032
H -4.42214 2.27861 -6.03230 0.038 -0.052 0.040
H -6.45700 2.65516 -4.60851 -0.057 -0.156 0.199
H -3.86737 3.41879 -3.15892 0.045 -0.062 -0.135
H -5.43564 4.17692 -2.92912 -0.020 -0.007 -0.099
H -4.60126 4.34336 -4.48548 0.028 -0.025 0.057
H -4.93391 1.30845 -2.63095 -0.055 0.291 -0.194
```
Positions in Å, forces in eV/Å.

HOMO-LUMO gap: 0.251 hartree
Strongest force on any atom: 2.848 eV/A
Charge: +1
LUMO: -4.30 eV


Record 4
An isolated ion of composition C3H7N3 and charge +2, computed with ωB97M-V/def2-TZVPD.

Geometry as XYZ:
```
13
Properties=species:S:1:pos:R:3:forces:R:3
C 0.01898 -1.43145 -0.10351 0.609 -1.885 -0.461
C 1.75580 0.20229 0.25265 2.043 2.136 -1.558
C -1.27154 -0.51273 0.01137 -1.149 -2.271 1.909
N 1.15577 -1.01176 0.04875 -0.920 -0.424 0.264
N 1.20786 1.21034 -0.32378 -1.523 -4.907 0.487
N -1.00058 0.81617 0.00840 -0.326 2.380 0.742
H -0.14674 -2.52072 -0.38748 -0.128 1.202 0.159
H 2.82471 0.17658 0.58870 -1.086 0.129 0.436
H -1.77290 -0.76061 -0.94330 -0.136 -0.387 0.584
H -1.74400 -0.95021 1.03538 0.748 1.088 -2.354
H 1.57883 2.09538 -0.23963 0.769 3.019 0.555
H -1.39321 1.29432 -0.79262 0.473 0.417 -0.614
H -1.21296 1.39242 0.84507 0.625 -0.498 -0.149
```
Positions in Å, forces in eV/Å.

HOMO-LUMO gap (alpha / beta): 0.274 / 0.307 hartree
Strongest force on any atom: 5.161 eV/A
Energy relative to the best compared isomer or geometry (same formula, charge and spin): 126.0 kcal per mole
Charge: +2
LUMO (alpha / beta): -13.81 / -13.29 eV